1.
The following is a quantum chemistry calculation of C45H103CuF3N3O18S5 as an isolated structure, from the Open Molecules 2025 dataset.

Properties
- HOMO-LUMO gap (alpha / beta): 8.111 / 4.976 eV
- HOMO level (alpha / beta): -10.35 / -10.35 eV
- Lowest unoccupied orbital energy (alpha / beta): -0.082 / -0.198 Eh
- Energy: -196615.6295 eV

```
! RIJCOSX wB97M-V def2-TZVPD def2/J DEFGRID3
* xyz 1 2
Cu -11.4845 -41.7404 15.9628
S -14.5408 -39.6556 9.9247
S -8.5359 -32.6209 12.4947
S -4.6558 -36.4454 11.3411
S -8.5314 -43.5687 16.3232
S -14.0836 -39.4325 16.1397
F -7.0186 -39.2213 13.8336
F -7.5157 -40.8172 15.2371
F -8.1116 -41.0118 13.1554
O -5.1057 -36.1590 12.6920
O -10.0313 -39.1205 13.1822
O -10.2578 -39.9811 15.3369
O -15.4649 -39.5520 15.8074
O -7.5967 -32.6250 11.3932
O -11.9150 -45.4124 12.6092
O -3.2698 -36.9243 11.1214
O -10.4720 -35.1730 9.3211
O -9.7696 -42.9604 15.8481
O -7.8636 -42.9092 17.4182
O -13.1864 -40.5411 16.4911
O -14.9958 -39.5442 11.3137
O -15.4543 -36.1533 12.9692
O -5.6145 -45.2972 11.0287
O -10.0346 -41.5220 8.7068
O -14.3637 -38.4836 9.0188
O -9.7775 -31.8454 12.3635
O -5.3651 -35.5273 18.2589
N -12.1098 -41.8055 13.7173
N -13.5547 -35.6596 9.7824
N -4.5966 -39.1451 18.5661
C -5.4012 -35.3266 8.9126
C -5.1729 -36.8094 18.8819
C -4.9782 -37.9567 17.8470
C -7.9668 -40.1336 14.1703
C -5.9265 -34.5539 19.1426
C -7.2685 -45.6597 14.8880
C -13.4972 -42.1358 9.3686
C -7.5133 -44.1097 10.0113
C -7.9192 -40.4662 8.0546
C -6.2533 -38.2811 17.0662
C -12.4766 -46.6624 12.9843
C -11.1636 -35.9544 7.1740
C -10.7039 -42.9024 12.0622
C -11.9889 -42.9413 12.7651
C -9.9820 -35.4038 8.0108
C -7.3474 -44.0383 14.8955
C -5.8770 -37.3881 10.2643
C -9.3870 -40.7563 7.6769
C -12.1569 -44.3498 13.5142
C -6.4283 -36.3878 9.2369
C -14.7381 -42.0318 8.4907
C -8.6990 -46.0673 15.3728
C -13.0349 -40.7232 9.7118
C -13.8779 -38.0761 17.3596
C -9.0381 -34.4131 12.8461
C -9.0249 -45.3478 16.7022
C -8.4976 -34.6889 14.3033
C -12.5621 -37.2860 15.4947
C -9.6659 -37.9665 12.4900
C -6.6046 -44.2653 11.2070
C -16.7865 -35.8970 13.4447
C -10.2348 -39.5357 7.4495
C -9.3415 -39.4314 14.4346
C -13.7907 -35.8563 11.1750
C -5.7437 -42.9958 11.3370
C -15.6090 -40.9452 9.1164
C -13.4855 -36.8098 16.6172
C -4.9172 -34.9230 10.3035
C -15.2982 -36.0729 11.5512
C -7.3301 -33.7380 14.5911
C -13.2981 -38.3696 14.7795
C -13.1565 -34.6025 11.8443
C -10.4056 -37.9190 11.2251
C -9.3559 -34.0564 7.5529
C -7.6569 -32.3199 14.0457
H -4.0304 -34.2956 10.3933
H -6.5132 -43.3690 15.1059
H -11.5277 -36.8977 7.5811
H -8.2526 -44.9103 10.0338
H -9.2991 -41.3069 6.7403
H -10.1261 -34.3811 12.7889
H -7.4596 -40.0700 7.1491
H -6.5341 -34.1328 13.9597
H -7.0660 -33.9204 15.6328
H -16.0712 -41.4171 9.9835
H -8.7855 -34.2934 6.6548
H -6.2012 -33.6483 18.6017
H -8.3280 -35.7640 14.3614
H -16.7764 -35.8271 14.5324
H -12.7141 -42.7922 8.9890
H -13.0914 -41.5682 13.6994
H -7.4045 -41.3862 8.3315
H -10.5020 -39.0002 8.3606
H -8.6048 -33.6567 8.2342
H -14.7257 -38.1301 18.0425
H -9.1487 -38.4897 14.9484
H -6.6104 -36.9367 8.3130
H -9.5398 -45.9146 14.6961
H -5.0554 -44.9987 10.3077
H -12.3040 -36.4643 14.8266
H -5.7579 -34.5132 8.2807
H -7.0687 -38.5920 17.7193
H -13.8079 -42.7357 10.2240
H -14.4629 -41.7571 7.4725
H -5.2120 -34.2753 19.9172
H -4.2219 -36.7756 19.4135
H -6.9746 -46.0964 13.9335
H -10.4919 -36.9041 10.8371
H -13.7964 -33.7261 11.7413
H -15.6402 -36.9842 11.0606
H -11.4726 -44.4675 14.3544
H -15.3096 -42.9599 8.4895
H -9.1620 -36.1159 8.1039
H -10.5174 -42.1449 11.3009
H -11.9959 -35.2518 7.1342
H -7.8813 -43.7108 14.0034
H -13.0050 -38.4130 17.9187
H -4.5399 -39.9391 17.9444
H -9.9112 -38.4613 10.4191
H -8.7259 -47.1429 15.5474
H -6.8128 -34.9722 19.6196
H -4.8852 -43.1317 11.9947
H -13.4842 -46.6681 13.3999
H -3.6412 -39.0566 18.8813
H -10.8581 -34.2940 9.3148
H -5.9920 -37.0692 19.5525
H -7.0206 -44.2044 9.0437
H -10.0797 -45.3513 16.9769
H -4.5408 -35.7761 8.4168
H -5.7046 -34.2984 10.7255
H -12.4422 -47.3369 12.1287
H -5.9221 -39.0982 16.4252
H -14.1234 -37.9592 14.1977
H -9.8553 -38.9589 6.6060
H -7.1127 -44.4753 12.1483
H -6.6030 -46.0825 15.6405
H -6.5083 -37.4288 16.4363
H -11.6608 -41.0341 13.2446
H -10.0553 -33.2730 7.2610
H -12.6495 -42.8896 11.8997
H -12.8668 -39.0222 14.0204
H -11.4226 -38.2840 11.3688
H -13.7451 -36.5345 9.3151
H -5.3575 -38.1861 9.7337
H -9.8549 -42.3941 8.3481
H -11.8541 -47.0995 13.7651
H -9.2847 -34.5617 15.0466
H -16.4489 -40.4214 8.6601
H -9.9713 -37.0548 13.0034
H -17.1584 -34.9490 13.0560
H -14.3997 -36.3353 16.2607
H -17.4100 -36.7413 13.1507
H -13.1420 -34.7524 12.9238
H -8.5997 -35.0387 12.0686
H -6.3361 -42.2351 11.8456
H -12.1337 -34.4139 11.5181
H -13.3058 -36.7617 11.5402
H -5.2220 -42.6208 10.4565
H -7.9864 -39.7831 8.9013
H -10.6562 -43.8748 11.5722
H -9.8271 -42.8510 12.7078
H -6.8548 -31.6152 13.8260
H -8.5960 -37.8815 12.2999
H -4.1663 -37.5944 17.2164
H -6.7011 -37.7059 10.9029
H -8.2756 -31.7255 14.7180
H -11.1437 -39.8446 6.9332
H -12.5820 -40.3252 8.8037
H -7.3580 -35.9004 9.5304
H -12.9906 -36.1322 17.3129
H -12.5945 -35.4895 9.5193
H -15.9147 -35.3501 11.0169
H -12.2780 -40.5179 10.4688
H -13.1139 -44.3324 14.0357
H -10.7881 -36.2006 6.1807
H -7.9782 -43.1245 10.0473
H -8.3819 -45.5953 17.5468
H -11.6560 -37.7331 15.9036
*
```

***

2.
The following is a quantum chemistry calculation of C18H33B8F32N6Zn3 as an isolated structure, from the Open Molecules 2025 dataset.

Properties
- HOMO-LUMO gap: 4.818 eV
- HOMO level: -12.39 eV
- Lowest unoccupied orbital energy: -0.278 Eh
- Energy: -265791.1026 eV

```
! RIJCOSX wB97M-V def2-TZVPD def2/J DEFGRID3
* xyz 1 1
Zn 0.3952 2.6363 -4.8973
Zn -5.1846 3.7987 -0.9576
Zn 0.1878 7.3232 1.2237
F 0.5082 -2.3703 -5.5943
F -5.9780 1.1431 -0.9386
F 1.3795 -1.0202 -7.0364
F 3.9338 5.0977 -3.6733
F -2.0044 2.9746 -0.6087
F -5.4954 -0.3457 0.6767
F -4.5989 5.8518 0.7367
F -5.4273 1.8799 0.9554
F 0.0755 5.3006 5.3916
F 3.7749 4.6912 -5.8789
F -3.5536 3.1704 -3.8437
F -0.5999 5.4431 3.2144
F -2.2595 2.1894 -5.4773
F 4.7159 6.8389 1.5740
F -0.0225 2.3393 0.2393
F -0.3403 4.4661 -0.5990
F -2.0368 5.2106 5.0351
F 3.2066 3.0485 -4.4569
F -3.8522 6.3641 -1.2115
F 0.9244 -0.2642 -4.9288
F 2.7998 6.7910 0.2667
F -3.9739 3.7451 -5.9611
F 3.2390 5.1203 1.6746
F -2.7561 7.1789 0.5253
F -0.4024 2.5663 -1.9902
F 2.5462 -1.8516 -5.3304
F -2.0565 4.3416 -4.8442
F 1.9893 4.8359 -4.5400
F -4.8601 7.9973 0.0491
F -7.4695 0.8440 0.7088
F 2.6748 7.0659 2.4212
F -1.1223 7.1479 4.5454
N -3.4179 -4.5076 -3.2557
N 3.7759 -4.2773 2.2770
N 3.7389 -2.6980 0.7480
N -3.8357 -6.5195 -4.2076
N 0.2053 0.3071 4.2655
N 2.4816 0.3558 4.6260
C 5.0619 -3.9550 2.0027
C -2.2977 -2.9333 -1.7357
C 2.9645 -3.5673 1.3439
C -3.3423 -5.2086 -4.4626
C -4.2751 -6.5571 -2.8894
C 3.3714 -5.3370 3.1989
C -3.9936 -5.3522 -2.3031
C -3.1562 -3.1758 -3.0078
C 3.2783 -1.8100 -0.3219
C 0.6293 -0.7489 5.0977
C 2.0359 -0.7630 5.2578
C 3.8508 0.7932 4.4859
C 3.0996 -6.6150 2.3212
C 1.3802 1.0217 4.1327
C -1.0823 0.6436 3.7608
C 4.0862 2.0729 5.4221
C 5.0275 -2.8914 1.0980
C -3.9673 -7.6249 -5.1623
B -0.6501 3.0895 -0.7157
B 3.4212 6.4539 1.4300
B -6.1056 0.8041 0.3835
B 3.2406 4.4126 -4.6072
B -0.9131 5.7573 4.5185
B -4.0509 6.8900 0.0352
B 1.3797 -1.2945 -5.7194
B -2.9624 3.2947 -5.0741
H -2.5972 -3.3834 -0.7892
H -3.1061 -4.7230 -5.3979
H -2.7029 -2.6932 -3.8736
H 1.4757 1.9862 3.6560
H -1.3177 -3.3645 -1.9400
H 3.5688 2.9200 4.9717
H 2.3895 -5.1427 3.6304
H 3.8450 1.7670 6.4401
H 4.0920 -1.1853 -0.6902
H 3.0064 -7.5198 2.9219
H -4.9339 -7.4880 -5.6471
H 5.1581 2.2629 5.3678
H -1.8583 0.1767 4.3674
H 5.9119 -4.3185 2.5611
H 1.9036 -3.7663 1.3784
H -4.3855 -4.8903 -1.4090
H -0.0967 -1.4483 5.4852
H -1.1681 0.3796 2.7067
H 3.9873 -6.7440 1.7021
H -1.1891 1.7281 3.7833
H -3.9346 -8.5609 -4.6047
H 2.2609 -6.4274 1.6508
H -2.0928 -1.8735 -1.5843
H -4.9232 -7.3636 -2.5797
H -4.0701 -2.6105 -2.8256
H 3.8950 1.0737 3.4335
H 2.9973 -2.3630 -1.2181
H 2.4277 -1.1929 -0.0324
H 4.1248 -5.4809 3.9734
H 2.7592 -1.3831 5.7662
H -3.1258 -7.5865 -5.8540
H 5.8153 -2.3696 0.5752
H 4.5487 -0.0253 4.6624
*
```

***

3.
The following is a quantum chemistry calculation of C31H31LuN8O2S as an isolated structure, from the Open Molecules 2025 dataset.

Properties
- HOMO-LUMO gap: 6.188 eV
- HOMO level: -12.86 eV
- Lowest unoccupied orbital energy: -0.245 Eh
- Energy: -93112.2291 eV

```
! RIJCOSX wB97M-V def2-TZVPD def2/J DEFGRID3
* xyz 2 1
Lu 0.1674 0.3869 -0.0926
S 1.4236 -3.9590 -1.8224
O 1.7987 -0.1438 1.1622
O 3.1225 1.2510 -2.9082
N -2.0699 -1.8194 0.2543
N 3.9118 -0.1881 0.1683
N 0.5550 2.7903 0.4743
N 2.1689 0.7693 -0.8817
N -2.1651 -4.6022 -0.5554
N -1.8457 1.7922 -0.1466
N 0.3751 -1.4470 -1.2691
N -0.2456 3.6060 -0.0277
C 6.1022 -3.1661 -1.8478
C 5.7541 2.2487 -1.9183
C 7.6048 3.1331 -0.6599
C -3.1271 -3.6127 -1.1545
C 6.4022 1.2186 0.1501
C 6.7726 3.1786 -1.7657
C 4.4386 4.1998 1.0475
C 3.8897 3.2913 1.9443
C 5.5572 1.2684 -0.9539
C -1.5753 3.1109 -0.1985
C -3.8630 3.6962 -0.4929
C 0.8689 -2.4937 -1.5201
C -2.5371 4.0904 -0.3894
C 4.4821 0.2016 -1.1328
C 5.0012 -1.0216 -1.8830
C -2.4900 -2.2352 -1.0918
C 7.4192 2.1462 0.2981
C 2.6019 2.8178 1.7472
C 6.0530 -3.2211 -3.2321
C 1.8758 3.2970 0.6621
C 5.5827 -2.0710 -1.1780
C 4.9701 -1.0725 -3.2726
C 3.7010 4.6584 -0.0366
C -4.1629 2.3442 -0.4181
C -3.1315 1.4362 -0.2573
C 3.2133 0.8050 -1.7986
C -1.2733 -2.8633 0.9134
C 2.6348 0.1258 0.2169
C -1.8998 -4.2473 0.8801
C 2.4033 4.2191 -0.2342
C 5.4908 -2.1709 -3.9391
H 4.3475 -0.7719 0.8618
H -0.3072 -2.9208 0.4152
H 4.1434 5.3547 -0.7342
H -5.1794 1.9903 -0.4915
H -1.2249 -4.9950 1.2935
H 1.8221 4.5559 -1.0812
H 6.5543 -3.9716 -1.2865
H 8.4042 3.8520 -0.5496
H -2.5429 -5.5500 -0.6239
H -1.6003 -2.2473 -1.7212
H -1.2719 -4.5938 -1.0778
H 6.2870 0.4542 0.9054
H -2.8945 -1.6206 0.8173
H -2.2295 5.1235 -0.4402
H 6.4605 -4.0729 -3.7563
H 5.1213 2.2878 -2.7920
H 2.1601 2.1036 2.4296
H 4.5451 -0.2571 -3.8376
H 6.9209 3.9345 -2.5247
H -4.0481 -3.7002 -0.5759
H -3.3366 0.3754 -0.2183
H -3.1689 -1.4992 -1.5238
H -1.0814 -2.5794 1.9496
H 5.4524 4.5458 1.1854
H -4.6434 4.4314 -0.6285
H 5.6633 -2.0531 -0.0992
H 4.4651 2.9480 2.7917
H -2.8629 -4.3056 1.3903
H -3.3193 -3.9117 -2.1836
H 8.0727 2.0922 1.1568
H 5.4599 -2.1981 -5.0188
*
```

***

4.
The following is a quantum chemistry calculation of a 2-piece molecular cluster, C8H19N2O7PS overall, from the Open Molecules 2025 dataset.

Properties
- HOMO-LUMO gap: 9.962 eV
- HOMO level: -9.59 eV
- Lowest unoccupied orbital energy: 0.014 Eh
- Energy: -46042.8790 eV
- SMILES string: NC[C@]1(P(=O)(O)O)CCC(=O)N1.CCOS(C)(=O)=O

```
! RIJCOSX wB97M-V def2-TZVPD def2/J DEFGRID3
* xyz 0 1
S 0.1235 -3.7899 0.3091
P -1.8362 3.4915 0.6382
O -2.5390 2.9647 -0.5432
O 0.1957 -2.5760 -0.4425
O -1.9284 5.0795 0.7138
O 1.4838 1.6609 -2.3021
O -1.0522 -4.1022 1.0602
O -2.5237 2.9771 1.9708
O 0.4669 -5.0128 -0.6417
N 1.6950 4.8276 0.5871
N 0.3320 3.0465 -0.8491
C 0.0464 1.5230 1.0202
C -0.0737 2.9815 0.5435
C 0.4734 0.7703 -0.2738
C 1.5404 -3.9129 1.3450
C -0.7897 -4.6270 -2.7223
C 0.8400 1.8061 -1.2817
C 0.8999 3.8940 1.3933
C -0.5813 -5.5063 -1.5058
H -1.5028 -5.6246 -0.9344
H 2.6339 4.4726 0.5026
H -1.1957 -3.6554 -2.4448
H 2.4315 -3.8490 0.7268
H -0.8821 1.0326 1.2810
H 1.5023 -3.0779 2.0406
H 0.6939 1.3795 1.8710
H -0.4473 0.3302 -0.6352
H 0.3785 4.4743 2.1466
H -0.2947 3.4873 -1.5005
H -1.4867 -5.1041 -3.4111
H -0.2565 -6.4988 -1.8100
H 0.1550 -4.4532 -3.2364
H 1.7980 5.6928 1.0980
H 1.5012 -4.8564 1.8812
H -2.8860 2.1192 1.7343
H 1.1908 -0.0134 -0.0916
H -1.6842 5.4218 -0.1504
H 1.5780 3.2269 1.9134
*
```

***

5.
The following is a quantum chemistry calculation of a 3-piece molecular cluster, C11H30N3O8P2 overall, from the Open Molecules 2025 dataset.

Properties
- HOMO-LUMO gap: 9.610 eV
- HOMO level: -12.59 eV
- Lowest unoccupied orbital energy: -0.109 Eh
- Energy: -51320.2185 eV

```
! RIJCOSX wB97M-V def2-TZVPD def2/J DEFGRID3
* xyz 1 1
P -2.0612 0.0274 3.2972
P -2.2456 -0.9032 -3.3278
O -3.2374 -1.5551 -2.4688
O -2.2203 -0.7371 1.9351
O -2.7825 0.1418 -4.3709
O -0.4753 -0.0832 3.4290
O -2.3764 1.5329 2.9044
O -1.1739 0.0186 -2.6150
O -1.3278 -1.9379 -4.1117
O -2.8088 -0.4372 4.4649
N 4.5734 -0.4720 1.2718
N 3.9932 -0.5615 -0.9793
N 3.0967 1.1004 0.4765
C -1.8321 -3.2367 -4.4753
C 3.2251 -0.3340 -2.2033
C -3.8638 -0.2312 -5.2448
C 4.5725 0.6876 2.2082
C -2.8879 2.4627 3.8769
C 3.1744 2.3521 -0.2999
C -0.5781 -0.4959 -1.4244
C 0.1034 0.4166 4.6404
C 3.8642 0.0343 0.1821
C 3.1900 1.2490 1.9652
C -3.5678 -1.0646 1.5169
H -0.6116 0.3776 5.4622
H 5.3229 1.3823 1.8252
H -3.4779 -1.7529 0.6823
H -4.0788 -0.1606 1.1878
H 0.4462 1.4423 4.4939
H 4.0840 -1.2715 1.6705
H -3.9096 2.7183 3.6056
H -1.3287 -0.8732 -0.7313
H 3.9570 2.9850 0.1207
H -3.4559 -0.6305 -6.1720
H 2.1578 -0.3923 -2.0021
H -4.4281 0.6734 -5.4485
H 0.9462 -0.2259 4.8872
H -2.8858 2.0261 4.8735
H 3.4610 0.6329 -2.6368
H -2.2638 3.3526 3.8421
H -1.6335 -3.3812 -5.5343
H 2.9896 2.2676 2.2826
H 3.5025 -1.1023 -2.9174
H -2.8978 -3.3152 -4.2704
H 2.2226 2.8741 -0.2491
H 0.1202 -1.3005 -1.6699
H -0.0480 0.3328 -0.9581
H -4.1086 -1.5262 2.3404
H 2.4475 0.5902 2.4231
H 4.6837 -1.2982 -0.9822
H -4.5135 -0.9620 -4.7639
H 3.4067 2.1471 -1.3356
H 4.8454 0.4055 3.2193
H -1.3058 -3.9893 -3.8922
*
```

***

6.
The following is a quantum chemistry calculation of C4H7NO3 as an isolated structure, from the Open Molecules 2025 dataset.

Properties
- HOMO-LUMO gap: 9.855 eV
- HOMO level: -9.57 eV
- Lowest unoccupied orbital energy: 0.010 Eh
- Energy: -11891.5429 eV

```
! RIJCOSX wB97M-V def2-TZVPD def2/J DEFGRID3
* xyz 0 1
O 1.4858 -0.4942 -2.4974
O -1.2609 2.1940 0.3494
O -1.5219 0.4258 1.8424
N 1.1417 -0.5817 1.0117
C 1.3228 -0.9430 -1.3980
C -1.2249 1.0526 0.6575
C 0.6694 -0.1430 -0.2824
C -0.8519 0.0387 -0.4690
H -1.0665 0.5550 -1.3958
H 1.0534 0.8642 -0.4968
H 0.4647 -0.5635 1.7554
H -2.3652 0.6271 1.2055
H 1.5767 -2.0019 -1.2042
H -1.4159 -0.8878 -0.3587
H 1.9926 -0.1422 1.2803
*
```

***

7.
The following is a quantum chemistry calculation of a 2-piece molecular cluster, C6H6Cl2N2O3P overall, from the Open Molecules 2025 dataset.

Properties
- HOMO-LUMO gap (alpha / beta): 5.279 / 7.365 eV
- HOMO level (alpha / beta): -13.49 / -13.72 eV
- Lowest unoccupied orbital energy (alpha / beta): -0.302 / -0.234 Eh
- Energy: -49762.6807 eV

```
! RIJCOSX wB97M-V def2-TZVPD def2/J DEFGRID3
* xyz 1 1
Cl 3.2437 1.6988 1.0772
Cl 4.8719 -0.9789 0.1238
P 3.2312 0.0848 -0.1471
O -3.6504 1.7686 -0.1253
O 2.3969 1.3540 -2.4150
O -4.3982 -0.2417 0.2125
N 1.9834 -0.9188 0.2546
N -3.5325 0.5964 0.1388
C -1.7162 -1.0625 0.8384
C -2.1161 0.1380 0.2888
C 0.6272 -0.5981 0.3620
C -1.1960 0.9435 -0.3144
C -0.3838 -1.4044 0.8997
C 0.1709 0.6203 -0.2715
H -1.5467 1.8851 -0.6475
H 1.6287 0.8077 -2.6932
H -2.4493 -1.7859 1.3786
H -0.2523 -2.3452 1.3250
H 2.1906 -1.7748 0.6552
H 0.8970 1.2131 -0.9408
*
```

***

8.
The following is a quantum chemistry calculation of a 2-piece molecular cluster, C2H8S2 overall, from the Open Molecules 2025 dataset.

Properties
- HOMO-LUMO gap: 9.689 eV
- HOMO level: -9.05 eV
- Lowest unoccupied orbital energy: 0.023 Eh
- Energy: -23874.1014 eV
- SMILES string: CSS.C

```
! RIJCOSX wB97M-V def2-TZVPD def2/J DEFGRID3
* xyz 0 1
S -0.3771 -1.7594 3.8342
S -2.1258 -1.0311 3.0461
C 2.0101 0.1599 -4.3952
C -1.9220 0.7543 3.0878
H 1.8912 0.8921 -5.1896
H -2.9282 1.1700 3.1593
H 0.1844 -2.0803 2.6629
H 1.0274 -0.0577 -3.9694
H -1.4226 1.1373 2.2006
H -1.3805 1.0647 3.9806
H 2.6544 0.5315 -3.6100
H 2.3887 -0.7814 -4.8073
*
```